Below is a 6-piece molecular cluster, C38H89BCl2FN8O overall in a non-equilibrium geometry, with properties calculated with the ωB97M-V functional and the def2-TZVPD basis.

Each line ends with the Mulliken charge.
Positions of all 140 atoms, in Å:
1 C -6.401 -3.510 0.044  -1.21
2 C -5.589 -3.514 -1.258  0.45
3 Cl -6.530 -4.172 -2.612  -0.13
4 C -5.101 -2.111 -1.675  -0.70
5 Cl -6.454 -1.031 -1.961  -0.08
6 N -4.245 -1.572 -0.607  0.38
7 C -4.486 -0.629 0.285  -0.49
8 N -3.407 -0.533 1.023  0.45
9 C -2.423 -1.428 0.638  0.24
10 B -0.991 -1.638 1.307  0.90
11 O -0.545 -0.665 2.146  -0.60
12 N -0.159 -2.790 1.107  0.01
13 C 0.664 -2.719 -0.112  -0.96
14 C -0.873 -4.066 1.236  -1.06
15 C -2.978 -2.058 -0.407  -0.61
16 F -2.490 -2.981 -1.179  -0.38
17 H -6.462 -2.517 0.483  0.29
18 H -5.959 -4.162 0.792  0.30
19 H -7.402 -3.877 -0.144  0.42
20 H -4.740 -4.176 -1.126  0.33
21 H -4.501 -2.245 -2.568  0.47
22 H -5.414 -0.091 0.312  0.57
23 H -3.337 0.129 1.781  0.29
24 H -1.066 0.143 2.091  0.27
25 H 0.130 -2.379 -1.004  0.26
26 H 1.493 -2.039 0.074  0.29
27 H 1.124 -3.687 -0.286  0.36
28 H -0.135 -4.832 1.476  0.38
29 H -1.556 -4.040 2.083  0.34
30 H -1.372 -4.406 0.324  0.25
31 C -1.621 -3.402 5.185  -1.25
32 C -1.297 -4.150 6.469  -0.49
33 N -1.302 -5.589 6.300  0.09
34 C -1.298 -6.321 7.557  -0.70
35 C -0.073 -6.181 8.468  -0.98
36 C -0.427 -6.105 5.262  -0.53
37 C 1.068 -5.771 5.346  -1.04
38 H -2.560 -3.759 4.753  0.33
39 H -1.728 -2.336 5.393  0.47
40 H -0.829 -3.512 4.441  0.17
41 H -2.059 -3.891 7.209  0.47
42 H -0.341 -3.775 6.865  0.27
43 H -1.464 -7.380 7.345  0.36
44 H -2.179 -6.004 8.123  0.42
45 H 0.787 -6.725 8.080  0.22
46 H -0.299 -6.601 9.449  0.40
47 H 0.213 -5.139 8.618  0.28
48 H -0.798 -5.743 4.296  0.19
49 H -0.549 -7.189 5.212  0.36
50 H 1.245 -4.715 5.559  0.24
51 H 1.546 -5.993 4.390  0.40
52 H 1.577 -6.365 6.102  0.31
53 C -2.380 1.073 -2.221  -0.91
54 C -1.775 2.451 -2.408  -0.53
55 N -1.653 3.176 -1.158  0.19
56 C -1.357 4.591 -1.331  -0.82
57 C -0.018 4.961 -1.975  -0.73
58 C -0.910 2.502 -0.110  -0.40
59 C 0.533 2.077 -0.405  -0.71
60 H -3.339 1.109 -1.697  0.25
61 H -2.559 0.629 -3.202  0.51
62 H -1.710 0.405 -1.671  -0.14
63 H -2.428 3.019 -3.074  0.56
64 H -0.814 2.347 -2.934  0.22
65 H -1.438 5.089 -0.361  0.39
66 H -2.159 5.025 -1.937  0.40
67 H 0.815 4.802 -1.292  0.03
68 H -0.017 6.020 -2.237  0.46
69 H 0.170 4.399 -2.891  0.28
70 H -1.474 1.601 0.179  -0.27
71 H -0.920 3.130 0.784  0.40
72 H 0.632 1.585 -1.374  0.26
73 H 0.873 1.368 0.356  0.51
74 H 1.217 2.923 -0.378  0.03
75 C 5.984 3.778 1.409  -1.38
76 C 4.952 3.614 0.304  -0.24
77 N 5.220 4.454 -0.847  0.18
78 C 4.106 4.539 -1.772  -0.74
79 C 3.667 3.259 -2.494  -0.89
80 C 6.535 4.302 -1.447  0.06
81 C 6.951 2.907 -1.932  -1.18
82 H 6.094 4.826 1.688  0.31
83 H 5.674 3.223 2.295  0.48
84 H 6.961 3.394 1.110  0.18
85 H 3.976 3.894 0.711  0.39
86 H 4.882 2.546 0.039  0.25
87 H 4.325 5.308 -2.518  0.33
88 H 3.245 4.925 -1.214  0.41
89 H 4.368 2.974 -3.277  0.36
90 H 2.701 3.426 -2.978  0.31
91 H 3.547 2.418 -1.809  0.20
92 H 7.278 4.638 -0.719  -0.47
93 H 6.624 5.010 -2.275  0.37
94 H 6.732 2.131 -1.197  0.25
95 H 8.028 2.890 -2.110  0.48
96 H 6.469 2.639 -2.871  0.32
97 C -10.165 -3.549 -2.529  -1.10
98 C -11.226 -3.572 -3.617  -0.46
99 N -10.945 -2.641 -4.692  0.10
100 C -12.075 -2.424 -5.582  -0.70
101 C -12.582 -3.612 -6.407  -0.97
102 C -9.652 -2.793 -5.333  -0.48
103 C -9.308 -4.155 -5.952  -1.02
104 H -10.007 -2.533 -2.160  0.28
105 H -10.480 -4.169 -1.687  0.49
106 H -9.212 -3.941 -2.885  0.02
107 H -12.180 -3.292 -3.164  0.48
108 H -11.345 -4.606 -3.975  0.26
109 H -11.834 -1.600 -6.258  0.35
110 H -12.906 -2.056 -4.972  0.41
111 H -11.908 -3.856 -7.227  0.22
112 H -13.547 -3.363 -6.852  0.40
113 H -12.726 -4.506 -5.798  0.28
114 H -8.878 -2.556 -4.594  0.16
115 H -9.548 -2.018 -6.096  0.37
116 H -9.548 -4.984 -5.285  0.24
117 H -8.235 -4.202 -6.157  0.38
118 H -9.820 -4.316 -6.898  0.30
119 C 10.841 2.981 0.569  -0.99
120 C 11.626 4.193 1.051  -0.42
121 N 11.503 5.337 0.170  0.11
122 C 12.470 6.387 0.441  -0.72
123 C 12.395 7.106 1.794  -0.96
124 C 10.147 5.777 -0.099  -0.61
125 C 9.261 6.157 1.094  -0.87
126 H 11.104 2.730 -0.459  0.31
127 H 11.070 2.118 1.197  0.47
128 H 9.763 3.144 0.622  -0.09
129 H 12.682 3.911 1.095  0.49
130 H 11.324 4.424 2.085  0.25
131 H 12.413 7.130 -0.359  0.35
132 H 13.468 5.946 0.348  0.43
133 H 11.550 7.791 1.845  0.22
134 H 13.297 7.703 1.940  0.40
135 H 12.328 6.407 2.628  0.28
136 H 9.640 4.980 -0.654  0.19
137 H 10.183 6.615 -0.800  0.30
138 H 9.313 5.425 1.901  0.20
139 H 8.219 6.208 0.768  0.38
140 H 9.515 7.136 1.497  0.31

Cartesian forces (eV/Å) of the 6 atoms listed first:
C 0.0 -0.1 0.0
C -0.5 0.1 0.5
Cl 0.2 -0.1 -0.1
C -0.4 -0.8 0.3
Cl 0.1 0.2 -0.1
N 0.0 -0.9 -1.5

Properties
Kohn-Sham gap = 5.8 eV
Molecular weight = 774.90 g/mol
HOMO energy = -9.04 eV
LUMO = -3.220 eV
Total charge = +1